Entry from the Open Molecules 2025 dataset: a structure of composition C3H6AlBCl4Cs2F12LiO4P2S (the ωB97M-V functional and the def2-TZVPD basis).

Positions of all 37 atoms, in Å:
O 5.13 1.99 -1.32
P 4.12 3.40 -1.13
Cl 4.87 5.00 -2.33
S 2.18 3.08 -1.91
F 2.39 2.26 -3.49
H 5.30 1.85 -2.27
H 1.25 2.10 -0.83
Cl 0.58 2.13 0.33
Li 4.02 3.07 -3.63
F 1.71 -1.21 1.12
P 1.68 -1.29 2.80
F 1.86 -2.37 4.03
F 2.25 -0.16 3.88
F 0.57 -0.03 2.62
F 3.30 -1.59 2.48
F 0.35 -2.25 2.59
Cs -1.42 1.43 1.86
B -5.14 -2.97 1.21
F -5.98 -2.76 0.14
F -5.84 -3.14 2.37
F -4.34 -4.19 0.95
F -4.22 -1.94 1.33
F -4.84 -5.60 -0.47
Cl 0.67 -3.35 -4.18
C 1.98 -3.73 -3.03
C 1.58 -3.49 -1.60
Cl 1.36 -1.76 -1.23
H 2.85 -3.13 -3.31
H 2.23 -4.78 -3.17
H 2.36 -3.85 -0.94
H 0.66 -4.00 -1.35
Cs 4.45 1.68 0.72
C -5.00 5.97 1.72
O -4.99 7.00 2.39
O -4.25 4.98 1.95
O -5.81 5.78 0.69
Al -7.89 5.84 1.02

Output
- Orbital gap: 1.3067 eV
- Total charge: +1
- Maximum force: 11.1 eV/Å
- HOMO: -9.68 eV
- E_LUMO: -0.308 Eh